{"formula": "H4O2", "method": "ωB97M-V/def2-TZVPD", "species": ["O", "H", "H", "O", "H", "H"], "xyz": [[-1.38238, -0.06879, -0.11846], [-0.61799, -0.22729, 0.47146], [-1.91195, 0.48684, 0.42363], [1.29200, -0.03163, 0.09572], [1.19428, 0.88256, -0.31249], [2.05875, -0.33879, -0.40067]], "atomic_forces_ev_per_a": [[1.0, -0.5, 0.2], [-0.2, -0.2, -0.8], [-1.1, 0.8, 0.5], [0.5, 2.0, -1.0], [-0.2, -1.6, 0.9], [0.0, -0.4, 0.2]], "mulliken_charge": [-0.63, 0.34, 0.30, -0.66, 0.34, 0.31], "smiles": "O.O", "homo_ev": -11.1, "orbital_gap_ev": 11.866, "relative_energy_kcal_mol": 4.97, "multiplicity": 1, "e_lumo_ha": 0.030, "total_charge": 0}